Record 1
A molecular structure, C40H27AsF13N7O2SV, computed with ωB97M-V/def2-TZVPD.

The geometry in XYZ format:
```
92
C40H27AsF13N7O2SV, DFT ωB97M-V/def2-TZVPD
V 0.168 -1.124 0.088
C 0.137 -0.134 -4.089
C 0.553 -0.726 -2.786
N 0.954 -0.022 -1.788
N 0.986 1.335 -2.007
C 1.962 2.091 -1.432
N 1.743 3.414 -1.587
S 3.315 1.484 -0.684
C 0.597 -2.196 -2.569
C 0.444 -3.116 -3.595
C 0.713 -4.450 -3.333
C 1.129 -4.828 -2.068
C 1.175 -3.864 -1.077
N 0.892 -2.589 -1.322
H -0.860 0.298 -3.973
H 0.818 0.679 -4.342
H 0.113 -0.858 -4.895
H 0.066 1.798 -2.207
H 0.832 3.749 -1.872
H 2.343 4.026 -1.065
H 0.125 -2.807 -4.576
H 0.605 -5.187 -4.118
H 1.370 -5.855 -1.832
H 1.414 -4.104 -0.050
F 5.513 -1.965 0.968
C 4.346 -1.434 1.401
C 3.194 -1.657 0.676
C 1.991 -1.115 1.110
C 1.971 -0.355 2.296
C 3.166 -0.144 2.971
F 3.204 0.604 4.100
C 4.369 -0.671 2.550
C 0.651 0.121 2.739
C 0.347 0.744 3.944
C -0.973 1.010 4.251
C -1.979 0.664 3.366
C -1.616 0.064 2.182
N -0.341 -0.192 1.883
H 3.277 -2.208 -0.252
H 5.282 -0.487 3.097
H 1.134 1.006 4.630
H -1.214 1.502 5.185
H -3.019 0.875 3.568
H -2.347 -0.217 1.435
F -1.603 -0.763 -1.038
As -3.357 -0.657 -1.588
F -2.826 0.466 -2.791
F -4.989 -0.544 -2.111
F -3.539 0.631 -0.460
F -3.750 -1.783 -0.345
F -3.003 -1.938 -2.688
O -1.015 3.203 2.264
C -1.230 3.467 1.094
N -1.807 4.675 0.691
C -2.095 4.643 -0.724
C -1.370 3.314 -1.078
O -1.181 2.991 -2.272
N -0.937 2.680 -0.004
C -3.593 4.587 -1.004
C -4.183 3.553 -1.719
C -5.559 3.538 -1.919
C -6.353 4.558 -1.422
C -5.766 5.605 -0.721
C -4.396 5.617 -0.518
C -1.437 5.777 -1.496
C -0.492 6.603 -0.899
C 0.137 7.601 -1.634
C -0.166 7.778 -2.974
C -1.104 6.950 -3.578
C -1.735 5.958 -2.846
H -2.414 5.131 1.351
H -3.574 2.754 -2.115
H -6.004 2.711 -2.457
H -7.424 4.540 -1.577
H -6.375 6.412 -0.332
H -3.944 6.447 0.016
H -0.249 6.452 0.144
H 0.868 8.239 -1.152
H 0.325 8.554 -3.549
H -1.343 7.075 -4.627
H -2.460 5.309 -3.320
F 0.031 -2.539 3.225
C -0.689 -3.271 2.351
C -0.766 -2.921 1.013
C -1.497 -3.819 0.251
F -1.556 -3.678 -1.089
C -2.140 -4.939 0.749
F -2.821 -5.768 -0.054
C -2.055 -5.216 2.099
F -2.657 -6.295 2.610
C -1.316 -4.376 2.908
F -1.205 -4.650 4.216
```

Computed properties:
Total charge: -1
Kohn-Sham gap (alpha / beta) (eV): 6.9214 / 6.8260
Spin multiplicity: 3
Energy relative to the best compared isomer or geometry (same formula, charge and spin) (kJ/mol): 90.0

Record 2
A molecular structure, C40H28BiCl2N6O2PS2Se2 at a distorted geometry, computed with ωB97M-V/def2-TZVPD.

The geometry in XYZ format:
```
84
C40H28BiCl2N6O2PS2Se2, DFT ωB97M-V/def2-TZVPD
Bi 0.514 -0.371 0.572
Cl -4.502 -5.248 2.694
C -3.663 -3.828 2.231
C -2.300 -3.857 1.948
C -1.637 -2.621 1.654
N -0.360 -2.576 1.147
C 0.465 -3.587 1.439
O 0.373 -4.324 2.440
C 1.605 -3.778 0.517
C 2.577 -4.683 0.948
C 3.676 -4.954 0.167
C 3.763 -4.288 -1.070
C 2.764 -3.370 -1.424
N 1.727 -3.102 -0.616
C -2.352 -1.405 1.627
C -3.781 -1.400 1.805
C -4.408 -2.616 2.038
Cl -6.124 -2.750 1.983
N -1.602 -0.262 1.534
C -2.179 0.925 1.856
O -3.366 1.209 1.690
C -1.275 1.940 2.391
C -1.863 3.167 2.753
C -1.064 4.234 3.068
C 0.324 4.009 3.034
C 0.822 2.740 2.724
N 0.026 1.696 2.414
H -1.780 -4.805 1.885
H 2.475 -5.154 1.903
H 4.420 -5.724 0.370
H 4.553 -4.488 -1.777
H 2.780 -2.811 -2.372
H -4.331 -0.461 1.659
H -2.957 3.242 2.623
H -1.481 5.192 3.353
H 1.052 4.820 3.157
H 1.922 2.582 2.785
Se 3.880 -0.333 0.305
Se 4.260 0.505 2.619
C 3.156 -0.617 3.737
C 3.700 -1.007 5.007
C 2.926 -1.696 5.937
C 1.599 -1.971 5.564
C 1.113 -1.496 4.374
N 1.885 -0.898 3.437
C 3.688 1.236 -0.763
C 3.690 1.120 -2.174
C 3.525 2.272 -2.946
C 3.218 3.446 -2.275
C 3.259 3.485 -0.872
N 3.470 2.389 -0.126
H 4.755 -0.772 5.201
H 3.356 -1.946 6.919
H 0.932 -2.560 6.169
H 0.094 -1.668 4.077
H 3.785 0.122 -2.623
H 3.676 2.228 -4.034
H 2.957 4.368 -2.780
H 3.115 4.403 -0.288
S -0.155 1.977 -1.008
P -1.066 0.843 -2.428
S -0.442 -1.033 -1.939
C -0.639 1.510 -4.058
C -0.546 2.898 -4.254
C 0.078 3.382 -5.390
C 0.587 2.483 -6.341
C 0.404 1.117 -6.191
C -0.226 0.614 -5.075
C -2.888 0.968 -2.389
C -3.656 -0.159 -2.649
C -5.044 -0.121 -2.452
C -5.662 1.057 -2.038
C -4.915 2.246 -1.918
C -3.534 2.189 -2.131
H -0.974 3.566 -3.505
H 0.251 4.457 -5.551
H 1.131 2.843 -7.218
H 0.747 0.465 -7.006
H -0.408 -0.475 -4.992
H -3.201 -1.119 -2.908
H -5.617 -1.016 -2.619
H -6.760 1.107 -1.888
H -5.375 3.197 -1.672
H -2.944 3.103 -1.997
```

Computed properties:
Kohn-Sham gap (eV): 5.5947
Spin multiplicity: 1
Energy relative to the best compared isomer or geometry (same formula, charge and spin) (kJ/mol): 0.0

Record 3
A molecular structure, C40H29F3N11OPb, computed with ωB97M-V/def2-TZVPD.

The geometry in XYZ format:
```
85
C40H29F3N11OPb, DFT ωB97M-V/def2-TZVPD
Pb 0.541 -0.371 -0.612
C -3.707 2.854 -3.481
N -2.870 2.295 -2.431
C -1.848 1.452 -2.536
N -1.353 1.204 -1.334
C -2.143 1.948 -0.508
N -3.069 2.623 -1.139
C -5.153 2.437 -3.370
C -6.139 3.349 -3.722
C -7.478 2.986 -3.681
C -7.840 1.713 -3.280
C -6.853 0.798 -2.918
C -5.511 1.158 -2.965
C -7.269 -0.536 -2.488
N -8.472 -0.967 -2.338
N -8.372 -2.285 -1.928
C -7.115 -2.553 -1.859
O -6.341 -1.488 -2.202
C -6.496 -3.820 -1.476
C -7.322 -4.873 -1.083
C -6.759 -6.079 -0.710
C -5.379 -6.240 -0.722
C -4.556 -5.197 -1.120
C -3.060 -5.397 -1.157
N -2.341 -4.262 -0.598
C -1.533 -3.397 -1.207
N -1.129 -2.478 -0.345
C -1.748 -2.848 0.812
N -2.486 -3.924 0.698
C -5.118 -3.984 -1.498
H -3.276 2.528 -4.429
H -3.623 3.939 -3.429
H -1.496 1.051 -3.474
H -2.010 1.970 0.561
H -5.861 4.352 -4.023
H -8.240 3.702 -3.956
H -8.877 1.413 -3.235
H -4.755 0.440 -2.671
H -8.393 -4.727 -1.072
H -7.394 -6.896 -0.397
H -4.942 -7.181 -0.411
H -2.702 -5.519 -2.180
H -2.781 -6.284 -0.592
H -1.263 -3.466 -2.248
H -1.636 -2.302 1.734
H -4.486 -3.157 -1.799
C 3.920 -4.217 2.521
C 4.836 -3.171 2.506
C 4.469 -1.928 2.025
C 3.174 -1.744 1.548
C 2.258 -2.790 1.545
C 2.631 -4.027 2.044
N 2.711 -0.502 1.030
N 3.371 0.490 1.359
C 2.910 1.734 0.839
C 3.599 2.852 1.279
C 3.194 4.098 0.827
C 2.123 4.173 -0.046
C 1.500 2.997 -0.434
N 1.879 1.797 -0.004
H 4.216 -5.185 2.904
H 5.842 -3.330 2.870
H 5.169 -1.105 2.003
H 1.249 -2.623 1.187
H 1.917 -4.840 2.062
H 4.427 2.723 1.961
H 3.707 4.992 1.152
H 1.771 5.121 -0.426
H 0.657 3.017 -1.115
F -3.807 2.232 7.690
C -2.972 1.178 7.708
F -2.050 1.415 8.650
F -3.696 0.118 8.111
C -2.363 0.941 6.353
C -3.213 0.694 5.283
C -2.686 0.465 4.027
C -1.302 0.485 3.831
C -0.459 0.736 4.912
C -0.989 0.964 6.172
C -0.758 0.230 2.527
C -0.316 0.017 1.417
H -4.284 0.677 5.436
H -3.340 0.265 3.188
H 0.612 0.745 4.761
H -0.337 1.156 7.012
```

Computed properties:
Total charge: +1
Kohn-Sham gap (eV): 7.1390
Spin multiplicity: 1

Record 4
A molecular structure, C40H30Cl3N2O2P2TeV, computed with ωB97M-V/def2-TZVPD.

The geometry in XYZ format:
```
81
C40H30Cl3N2O2P2TeV, DFT ωB97M-V/def2-TZVPD
V 0.772 1.402 -0.865
Te -2.748 -0.262 0.684
C -3.617 -2.106 1.248
C -2.857 -3.087 1.881
C -3.459 -4.284 2.231
N -4.740 -4.575 2.004
C -5.457 -3.632 1.401
C -4.954 -2.400 1.008
C -0.783 -1.007 0.652
P 0.398 0.204 1.319
C -0.148 0.784 2.958
C -1.044 0.060 3.741
C -1.372 0.495 5.016
C -0.808 1.660 5.520
C 0.083 2.388 4.746
C 0.408 1.952 3.469
C 1.845 -0.792 1.872
C 1.701 -1.854 2.759
C 2.801 -2.595 3.154
C 4.062 -2.287 2.654
C 4.214 -1.235 1.766
C 3.107 -0.487 1.382
P -0.220 -0.909 -1.082
C -1.376 -1.808 -2.154
C -1.621 -1.327 -3.434
C -2.478 -2.013 -4.286
C -3.098 -3.176 -3.856
C -2.857 -3.659 -2.576
C -1.997 -2.981 -1.730
C 1.269 -1.978 -1.185
C 2.290 -1.597 -2.051
C 3.458 -2.346 -2.132
C 3.611 -3.476 -1.344
C 2.593 -3.862 -0.478
C 1.429 -3.118 -0.401
H -1.799 -2.917 2.047
H -2.873 -5.057 2.721
H -6.499 -3.872 1.210
H -5.605 -1.696 0.502
H -1.488 -0.845 3.346
H -2.073 -0.073 5.613
H -1.066 2.003 6.514
H 0.521 3.300 5.131
H 1.101 2.528 2.865
H 0.715 -2.109 3.131
H 2.679 -3.421 3.845
H 4.923 -2.872 2.954
H 5.191 -0.997 1.362
H 3.237 0.335 0.684
H -1.149 -0.407 -3.762
H -2.663 -1.627 -5.281
H -3.774 -3.704 -4.517
H -3.345 -4.563 -2.232
H -1.813 -3.350 -0.728
H 2.180 -0.702 -2.658
H 4.248 -2.033 -2.804
H 4.526 -4.053 -1.392
H 2.718 -4.736 0.149
H 0.643 -3.389 0.295
Cl 4.651 2.438 -1.578
C 3.193 3.425 -1.776
Cl 3.587 5.107 -1.976
Cl 2.240 3.265 -0.207
C 2.379 2.832 -2.997
O 2.654 3.297 -4.079
O 1.601 1.878 -2.705
C -1.087 2.626 -0.819
C -0.787 3.943 -1.381
C -0.573 5.060 -0.552
C -0.198 6.284 -1.062
C -0.014 6.445 -2.436
C -0.221 5.354 -3.285
C -0.605 4.137 -2.763
C 0.382 7.716 -2.961
N 0.696 8.741 -3.383
H -1.780 2.060 -1.450
H -1.525 2.729 0.180
H -0.703 4.947 0.519
H -0.040 7.126 -0.399
H -0.062 5.463 -4.349
H -0.732 3.289 -3.426
```

Computed properties:
Total charge: -1
Kohn-Sham gap (alpha / beta) (eV): 6.9050 / 6.9870
Spin multiplicity: 4

Record 5
A molecular structure, C40H30Cl4NO6PSSeTa at a distorted geometry, computed with ωB97M-V/def2-TZVPD.

The geometry in XYZ format:
```
85
C40H30Cl4NO6PSSeTa, DFT ωB97M-V/def2-TZVPD
Ta -0.589 -1.203 0.305
Cl 1.056 5.341 -0.004
C 0.979 3.656 -0.324
C 1.968 3.037 -1.094
Cl 3.275 3.954 -1.726
C 1.910 1.665 -1.343
Cl 3.115 0.833 -2.244
C 0.862 0.943 -0.821
O 0.688 -0.401 -0.914
C -0.123 1.557 -0.062
O -1.055 0.686 0.389
C -0.073 2.907 0.204
Cl -1.292 3.596 1.206
O 0.268 -0.760 2.092
P 1.126 -1.351 3.260
C 2.370 -2.471 2.657
C 2.484 -3.798 3.054
C 3.435 -4.610 2.450
C 4.250 -4.098 1.450
C 4.134 -2.769 1.053
C 3.199 -1.950 1.659
C 2.032 0.040 3.926
C 1.509 1.324 3.771
C 2.177 2.408 4.320
C 3.356 2.209 5.027
C 3.877 0.930 5.181
C 3.220 -0.158 4.629
C 0.079 -1.976 4.544
C 0.629 -2.660 5.627
C -0.191 -3.055 6.671
C -1.547 -2.754 6.638
C -2.085 -2.052 5.567
C -1.275 -1.659 4.513
H 1.823 -4.203 3.811
H 3.532 -5.644 2.756
H 4.983 -4.737 0.974
H 4.766 -2.375 0.268
H 3.104 -0.915 1.348
H 0.591 1.474 3.214
H 1.779 3.408 4.196
H 3.874 3.057 5.459
H 4.802 0.783 5.725
H 3.640 -1.152 4.733
H 1.691 -2.875 5.667
H 0.228 -3.590 7.513
H -2.187 -3.063 7.456
H -3.141 -1.807 5.553
H -1.694 -1.117 3.675
C -7.565 1.571 -0.994
C -6.374 0.762 -0.550
C -5.894 -0.284 -1.326
C -4.817 -1.068 -0.924
C -4.338 -2.205 -1.789
C -4.238 -0.758 0.299
Se -2.807 -1.834 0.959
C -4.669 0.284 1.115
C -3.997 0.619 2.425
C -5.746 1.034 0.661
H -7.749 1.456 -2.062
H -7.422 2.631 -0.781
H -8.464 1.249 -0.463
H -6.369 -0.503 -2.277
H -4.901 -2.240 -2.720
H -4.462 -3.163 -1.278
H -3.282 -2.103 -2.034
H -2.949 0.890 2.265
H -4.021 -0.234 3.109
H -4.496 1.458 2.908
H -6.099 1.859 1.272
O -0.853 -2.406 -1.560
S 0.375 -3.237 -1.340
O 1.494 -3.007 -2.175
N 0.566 -2.939 0.262
C -0.061 -3.964 1.011
O -0.406 -3.799 2.155
C -0.289 -5.173 0.176
C -0.680 -6.425 0.601
C -0.818 -7.420 -0.362
C -0.564 -7.160 -1.708
C -0.184 -5.896 -2.141
C -0.066 -4.924 -1.172
H -0.861 -6.613 1.652
H -1.125 -8.413 -0.063
H -0.661 -7.958 -2.433
H 0.008 -5.689 -3.186
```

Computed properties:
Total charge: +1
Kohn-Sham gap (eV): 7.3750
Spin multiplicity: 1
Energy relative to the best compared isomer or geometry (same formula, charge and spin) (kJ/mol): 87.6